Record 1
A molecular structure, C21H39AsN2O2Si3Sn. Source: the Open Molecules 2025 dataset; level of theory: the ωB97M-V functional and the def2-TZVPD basis.

Each line ends with the Mulliken charge.
Atoms and positions in Å:
Sn1 -0.43 -1.91 -1.20  0.573
C1 -4.55 -2.88 0.56  -1.394
C2 -3.11 -2.50 0.62  0.670
O1 -2.56 -2.02 -0.37  -0.414
C3 -2.40 -2.66 1.90  -0.710
C4 -1.09 -2.54 2.18  0.423
C5 -0.57 -2.73 3.57  -1.324
N1 -0.13 -2.25 1.14  0.652
N2 1.04 -2.29 1.58  -0.246
C6 2.04 -2.09 0.58  0.416
O2 1.72 -1.84 -0.59  -0.648
C7 3.41 -2.21 1.02  0.676
C8 3.71 -2.23 2.40  -0.240
C9 5.03 -2.26 2.80  -0.835
C10 6.04 -2.29 1.84  -0.347
C11 5.74 -2.30 0.48  -0.881
C12 4.43 -2.25 0.07  -0.305
H1 -5.15 -1.98 0.70  0.306
H2 -4.82 -3.60 1.33  0.492
H3 -4.78 -3.28 -0.43  0.367
H4 -3.03 -2.93 2.74  0.406
H5 -1.40 -2.94 4.24  0.437
H6 -0.05 -1.84 3.91  0.304
H7 0.14 -3.55 3.61  0.354
H8 2.91 -2.22 3.13  0.469
H9 5.28 -2.26 3.85  0.436
H10 7.08 -2.32 2.16  0.431
H11 6.54 -2.36 -0.25  0.435
H12 4.19 -2.26 -0.99  0.460
C13 0.94 1.27 2.09  -0.673
Si1 -0.60 1.82 1.22  0.242
C14 -2.17 1.16 1.97  -0.815
C15 -0.64 3.65 1.05  -0.985
As1 -0.54 0.82 -0.96  0.349
Si2 -2.62 1.33 -2.15  0.134
C16 -4.02 0.47 -1.32  -0.824
C17 -2.80 3.17 -1.99  -0.898
C18 -2.36 0.75 -3.88  -0.971
Si3 1.37 1.64 -2.22  0.184
C19 2.92 1.15 -1.34  -0.628
C20 1.20 3.48 -2.24  -0.943
C21 1.24 0.88 -3.91  -0.974
H13 0.88 1.50 3.16  0.461
H14 1.81 1.80 1.69  0.310
H15 1.12 0.19 1.99  -0.067
H16 -2.16 1.29 3.06  0.438
H17 -2.31 0.10 1.75  0.021
H18 -3.03 1.71 1.58  0.352
H19 -0.82 4.08 2.04  0.399
H20 -1.43 4.01 0.39  0.273
H21 0.31 4.05 0.70  0.296
H22 -4.04 0.65 -0.25  0.217
H23 -4.00 -0.60 -1.50  0.153
H24 -4.95 0.86 -1.74  0.514
H25 -3.12 3.45 -0.99  0.278
H26 -3.57 3.52 -2.69  0.431
H27 -1.88 3.70 -2.23  0.206
H28 -1.88 -0.22 -3.93  0.308
H29 -1.75 1.46 -4.45  0.257
H30 -3.33 0.66 -4.38  0.418
H31 2.92 1.47 -0.30  0.222
H32 3.77 1.63 -1.84  0.510
H33 3.08 0.07 -1.37  -0.073
H34 1.46 3.92 -1.28  0.282
H35 0.20 3.81 -2.52  0.219
H36 1.89 3.89 -2.99  0.417
H37 0.93 -0.16 -3.88  0.285
H38 2.21 0.93 -4.40  0.417
H39 0.53 1.43 -4.52  0.294

Spin multiplicity: 1
HOMO-LUMO gap, eV: 5.70
E_LUMO, eV: -8.4406
Largest force on an atom, eV Å⁻¹: 0.442
Total charge: +2

***

Record 2
A molecular structure, C22H45N2O2OsP3S in a non-equilibrium geometry. Source: the Open Molecules 2025 dataset; level of theory: the ωB97M-V functional and the def2-TZVPD basis.

Each line ends with the Mulliken charge.
Atoms and positions in Å:
P1 2.60 -0.68 -0.73  0.610
C1 3.46 -0.97 0.95  -1.238
H1 4.55 -1.00 0.84  0.664
H2 3.16 -1.92 1.38  0.406
H3 3.23 -0.18 1.66  0.183
C2 3.41 -2.24 -1.46  -1.363
H4 3.43 -2.22 -2.55  0.392
H5 2.86 -3.13 -1.13  0.428
H6 4.44 -2.34 -1.13  0.477
C3 3.87 0.65 -1.23  -1.306
H7 4.88 0.24 -1.22  0.472
H8 3.83 1.48 -0.53  0.400
H9 3.68 1.04 -2.23  0.345
P2 -0.70 2.56 -1.20  0.726
C4 -0.80 3.75 0.29  -1.335
H10 -1.31 4.68 0.01  0.608
H11 0.20 4.03 0.63  0.455
H12 -1.34 3.32 1.12  0.268
C5 0.21 3.85 -2.24  -1.311
H13 0.13 3.65 -3.31  0.380
H14 1.27 3.87 -1.97  0.414
H15 -0.20 4.85 -2.08  0.472
C6 -2.51 2.90 -1.69  -1.266
H16 -2.66 3.96 -1.86  0.488
H17 -3.18 2.59 -0.88  0.395
H18 -2.80 2.36 -2.58  0.334
P3 -1.88 -1.91 -0.73  0.715
C7 -2.79 -2.28 0.90  -1.266
H19 -3.36 -3.21 0.83  0.609
H20 -3.51 -1.50 1.14  0.460
H21 -2.10 -2.38 1.74  0.138
C8 -3.51 -1.94 -1.71  -1.317
H22 -4.17 -2.73 -1.34  0.469
H23 -3.35 -2.13 -2.76  0.381
H24 -4.03 -0.99 -1.59  0.401
C9 -1.32 -3.72 -0.90  -1.349
H25 -2.17 -4.39 -0.91  0.470
H26 -0.68 -3.99 -0.06  0.399
H27 -0.74 -3.89 -1.81  0.347
Os1 0.00 0.00 -0.74  2.510
C10 1.12 1.32 0.59  -1.095
O1 1.71 1.99 1.31  -0.230
C11 -1.62 0.59 0.59  -1.187
O2 -2.45 0.90 1.31  -0.167
C12 -1.25 -0.31 -4.08  -0.434
C13 -0.58 -1.49 -4.05  -0.498
C14 0.74 -1.56 -3.88  -0.434
C15 1.43 -0.42 -4.11  -0.341
C16 0.84 0.78 -4.14  -0.498
C17 -0.51 0.77 -4.31  -0.368
H28 -2.32 -0.27 -4.23  0.512
H29 -1.13 -2.41 -4.18  0.634
H30 1.22 -2.53 -3.85  0.524
H31 2.49 -0.47 -4.29  0.621
H32 1.43 1.66 -4.32  0.512
H33 -1.00 1.67 -4.64  0.635
C18 -2.05 0.03 4.28  -0.794
N1 -0.96 0.74 3.63  0.877
C19 -0.84 2.17 3.80  -0.862
C20 0.00 0.00 2.88  -2.859
S1 0.00 0.00 1.26  2.188
N2 0.96 -0.76 3.61  0.908
C21 0.80 -2.19 3.77  -0.629
C22 2.04 -0.08 4.30  -0.850
H34 -1.98 0.17 5.38  0.359
H35 -2.01 -1.05 4.06  0.261
H36 -3.02 0.43 3.92  0.289
H37 -0.74 2.40 4.88  0.350
H38 0.05 2.57 3.28  0.255
H39 -1.75 2.68 3.41  0.350
H40 1.70 -2.71 3.37  0.324
H41 0.69 -2.42 4.85  0.370
H42 -0.10 -2.55 3.24  0.166
H43 3.02 -0.49 3.97  0.405
H44 2.04 1.01 4.07  0.270
H45 1.95 -0.22 5.39  0.368

Spin multiplicity: 5
Energy above the lowest of the compared OMol25 structures with the same formula, charge and spin, kcal/mol: 241.7
HOMO-LUMO gap (alpha / beta), eV: 6.37 / 4.08
E_LUMO (alpha / beta), eV: -13.0566 / -15.9208
Largest force on an atom, eV Å⁻¹: 8.043
Expectation value of S²: 6.0675
Total charge: +4

***

Record 3
A gas-phase ion, C6H14NO (charge -1) in a non-equilibrium geometry. Source: the Open Molecules 2025 dataset; level of theory: the ωB97M-V functional and the def2-TZVPD basis.

Each line ends with the Mulliken charge.
Atoms and positions in Å:
C1 -1.60 1.07 -2.23  -1.309
C2 -0.56 1.30 -1.10  -0.513
N1 -0.43 0.22 -0.02  -0.044
C3 0.45 0.72 1.00  -0.067
C4 -0.39 1.24 2.16  -1.597
C5 0.02 -1.06 -0.75  -0.883
C6 0.89 -2.19 0.31  -0.418
O1 1.83 -1.51 0.85  -0.816
H1 -1.23 0.71 -3.18  0.342
H2 -2.34 0.18 -2.17  0.297
H3 -2.20 1.90 -2.29  0.385
H4 -0.49 2.30 -0.51  0.437
H5 0.31 1.53 -1.66  0.362
H6 0.98 -0.22 1.39  0.299
H7 1.31 1.50 0.93  0.187
H8 -0.95 1.97 1.76  0.417
H9 0.16 1.57 2.99  0.447
H10 -1.05 0.54 2.55  0.365
H11 0.61 -0.91 -1.65  0.353
H12 -0.82 -1.49 -1.31  0.296
H13 0.01 -2.55 0.81  0.256
H14 1.24 -2.94 -0.61  0.203

Spin multiplicity: 1
Energy above the lowest of the compared OMol25 structures with the same formula, charge and spin, kcal/mol: 90.0
Structure (SMILES): CCN(CC)CC[O-]
HOMO-LUMO gap, eV: 6.21
E_LUMO, eV: 3.8704
Largest force on an atom, eV Å⁻¹: 5.689
Total charge: -1

***

Record 4
9 unconnected molecules or ions with the total composition C54H45N9O18 in a non-equilibrium geometry. Source: the Open Molecules 2025 dataset; level of theory: the ωB97M-V functional and the def2-TZVPD basis.

Each line ends with the Mulliken charge.
Atoms and positions in Å:
C1 0.33 -5.87 -0.99  -0.657
C2 -0.77 -6.32 -1.72  -0.747
C3 -1.99 -5.71 -1.56  -0.434
C4 -2.10 -4.52 -0.87  -0.125
C5 -0.95 -4.02 -0.16  0.629
C6 0.23 -4.76 -0.17  -0.901
N1 -3.40 -3.74 -0.96  0.974
O1 -4.12 -3.82 -1.88  -0.531
O2 -3.69 -3.14 0.09  -0.560
H1 1.29 -6.35 -1.14  0.420
H2 -0.57 -7.19 -2.32  0.386
H3 -2.93 -6.11 -1.90  0.445
H4 -0.97 -3.06 0.34  0.481
H5 1.22 -4.49 0.18  0.618
C7 2.41 -0.89 0.17  -0.596
C8 1.09 -0.99 -0.39  -0.476
C9 0.23 0.04 0.01  0.524
C10 0.55 1.11 0.81  -0.899
C11 1.84 1.14 1.34  -0.372
C12 2.74 0.13 1.06  -1.174
N2 -0.44 2.21 1.08  0.563
O3 -1.57 2.07 0.71  0.099
O4 -0.01 3.17 1.82  -0.424
H6 3.17 -1.60 -0.13  0.500
H7 0.83 -1.82 -1.03  0.781
H8 -0.81 -0.05 -0.25  0.353
H9 2.08 1.99 1.96  0.729
H10 3.80 0.13 1.31  0.472
C13 -2.82 5.06 2.49  -0.335
C14 -2.82 6.17 3.40  -1.010
C15 -2.56 7.42 2.87  -0.469
C16 -2.16 7.62 1.56  -0.065
C17 -2.18 6.55 0.71  -0.119
C18 -2.55 5.26 1.18  0.249
N3 -1.83 8.96 1.14  1.171
O5 -2.21 9.94 1.74  -0.660
O6 -1.21 9.02 0.10  -0.590
H11 -2.90 4.06 2.89  0.384
H12 -3.23 6.07 4.40  0.413
H13 -2.61 8.18 3.64  0.360
H14 -1.85 6.50 -0.31  0.469
H15 -2.46 4.35 0.62  0.118
C19 5.04 -2.23 -6.68  -0.298
C20 5.87 -2.30 -5.57  -0.529
C21 5.42 -2.72 -4.34  -0.553
C22 3.97 -2.89 -4.25  0.155
C23 3.13 -2.60 -5.33  0.153
C24 3.65 -2.28 -6.68  -0.764
N4 3.38 -3.34 -2.90  0.967
O7 2.18 -3.58 -2.92  -0.444
O8 4.09 -3.28 -1.93  -0.568
H16 5.55 -2.09 -7.62  0.337
H17 6.94 -2.28 -5.65  0.326
H18 6.15 -2.97 -3.58  0.425
H19 2.06 -2.64 -5.18  0.446
H20 3.12 -2.00 -7.58  0.405
C25 -5.01 -2.83 -5.11  -0.311
C26 -4.16 -3.94 -5.13  -0.609
C27 -2.77 -3.84 -4.93  -0.075
C28 -2.22 -2.59 -4.60  -0.424
C29 -3.15 -1.54 -4.34  -0.053
C30 -4.55 -1.66 -4.68  -0.779
N5 -0.78 -2.42 -4.33  1.168
O9 -0.15 -3.28 -4.80  -0.612
O10 -0.43 -1.43 -3.69  -0.567
H21 -6.03 -2.92 -5.46  0.413
H22 -4.62 -4.88 -5.38  0.375
H23 -2.38 -4.83 -5.11  0.428
H24 -2.91 -0.50 -4.22  0.596
H25 -5.29 -0.88 -4.74  0.401
C31 4.57 -6.54 4.64  -0.196
C32 3.51 -5.84 4.20  -0.585
C33 3.77 -4.82 3.27  0.095
C34 5.02 -4.61 2.62  0.021
C35 6.05 -5.40 3.21  -0.313
C36 5.84 -6.32 4.27  -0.705
N6 5.23 -3.54 1.61  0.871
O11 4.31 -2.66 1.56  -0.428
O12 6.16 -3.52 0.86  -0.577
H26 4.29 -7.24 5.41  0.317
H27 2.49 -6.06 4.47  0.410
H28 2.99 -4.16 2.91  0.358
H29 7.09 -5.13 3.06  0.353
H30 6.54 -6.89 4.87  0.361
C37 -2.75 0.50 3.06  -0.268
C38 -1.55 1.03 3.44  -0.917
C39 -0.51 0.06 3.60  0.128
C40 -0.64 -1.21 3.17  -0.666
C41 -1.85 -1.68 2.70  -0.056
C42 -2.95 -0.87 2.61  -0.524
N7 0.51 -2.15 3.13  1.134
O13 0.45 -3.23 2.52  -0.598
O14 1.60 -1.79 3.61  -0.604
H31 -3.59 1.18 2.99  0.321
H32 -1.48 2.10 3.58  0.541
H33 0.49 0.33 3.90  0.527
H34 -1.97 -2.72 2.43  0.417
H35 -3.91 -1.18 2.22  0.508
C43 -4.72 0.23 -0.28  -0.802
C44 -3.60 0.17 -1.14  0.612
C45 -3.12 1.35 -1.67  -0.392
C46 -3.87 2.52 -1.65  -0.060
C47 -5.02 2.59 -0.93  -0.634
C48 -5.36 1.48 -0.12  -0.709
N8 -3.33 3.67 -2.46  1.123
O15 -2.62 3.50 -3.42  -0.650
O16 -3.59 4.78 -2.09  -0.608
H36 -5.22 -0.63 0.13  0.625
H37 -3.03 -0.74 -1.00  0.067
H38 -2.28 1.38 -2.34  0.604
H39 -5.54 3.52 -0.79  0.431
H40 -6.08 1.62 0.67  0.423
C49 1.11 8.65 2.60  -0.460
C50 1.37 7.79 1.57  -0.402
C51 2.04 6.61 1.82  -0.239
C52 2.43 6.31 3.14  -0.175
C53 2.22 7.32 4.14  -0.507
C54 1.47 8.43 3.88  -0.393
N9 2.93 5.02 3.57  0.836
O17 2.96 4.77 4.79  -0.786
O18 3.22 4.15 2.72  -0.774
H41 0.65 9.59 2.34  0.409
H42 1.13 8.17 0.59  0.416
H43 2.28 5.88 1.07  0.410
H44 2.55 7.28 5.17  0.327
H45 1.09 9.02 4.69  0.387

Spin multiplicity: 2
Energy above the lowest of the compared OMol25 structures with the same formula, charge and spin, kcal/mol: 60.0
HOMO-LUMO gap (alpha / beta), eV: 2.07 / 5.64
E_LUMO (alpha / beta), eV: 0.8194 / 0.8194
Largest force on an atom, eV Å⁻¹: 5.014
Expectation value of S²: 0.7662
Total charge: -1

***

no.,total energy (Eh)
1,-4401.7262
2,-2636.2158
3,-366.8582
4,-3930.8903